[1]
The following is a quantum chemistry calculation of the ion C5H12NOS with charge +1, from the Open Molecules 2025 dataset.

XYZ file:
```
20
Properties=species:S:1:pos:R:3:forces:R:3
C -0.7645 1.5023 -0.5103 2.0 -3.4 2.8
C 0.4658 1.6918 0.3816 1.9 2.1 -1.0
C -1.4663 0.2498 0.1942 -1.4 -0.7 -1.2
C 2.8483 0.2395 -0.1525 -2.4 1.5 -1.1
C -0.5514 -2.0971 -0.0466 -0.7 0.3 0.7
N -0.6424 -0.8658 0.7411 0.9 0.9 1.2
O 3.6988 -0.6785 -0.4576 0.8 -1.4 2.2
S 1.5488 0.2565 0.9079 0.4 -0.6 -0.1
H -1.3114 2.4241 -0.5664 -0.5 0.1 0.1
H -0.2785 1.2473 -1.4310 -0.7 -0.3 -1.0
H 1.1257 2.2781 -0.3181 0.0 0.0 1.5
H 0.2536 2.2250 1.3199 0.3 -0.2 -0.3
H -1.8902 -0.3095 -0.6543 -1.3 0.8 0.4
H -2.1907 0.6460 0.9566 0.5 -0.7 -0.9
H -1.4387 -2.6912 0.1238 -0.6 -0.1 -0.6
H -0.3589 -1.8742 -1.0744 -0.2 0.1 -0.7
H 0.2154 -2.7676 0.2792 1.0 0.0 0.5
H 2.7556 0.9484 -0.9632 0.2 0.4 -0.2
H -0.7356 -1.1152 1.7454 -0.3 0.8 -1.1
H 3.7917 -1.3293 0.2981 0.1 0.5 -1.1
```
Positions in Å, forces in eV/Å.

Results
- Net charge: +1
- 2S+1: 1
- ΔE to the lowest compared entry with this formula, charge and spin: 2.030 eV
- HOMO energy (alpha / beta): -12.4 / -12.4 eV
- Kohn-Sham gap (alpha / beta): 7.9283 / 7.9297 eV


[2]
The following is a quantum chemistry calculation of a structure of composition C3H4BrIO, from the Open Molecules 2025 dataset.

XYZ file:
```
10
Properties=species:S:1:pos:R:3:forces:R:3
C 1.4205 -0.2697 0.1459 -0.4 0.3 -4.2
C 0.0415 -0.1906 -0.5321 1.3 1.5 -0.6
C -1.1113 0.3085 0.2901 0.5 1.9 -2.3
O 0.5791 -1.3460 -0.0966 0.3 -3.4 1.8
Br -1.2504 2.3023 -0.0058 -0.1 -0.8 -0.1
I -2.8634 -0.7135 -0.0016 -1.0 -0.5 -0.3
H 2.2952 -0.2545 -0.5091 -0.3 0.0 -0.3
H 1.7368 0.0492 1.0636 -0.4 0.6 2.9
H 0.0618 -0.1974 -1.6522 -0.6 0.9 1.0
H -0.9098 0.3117 1.2977 0.6 -0.4 2.1
```
Positions in Å, forces in eV/Å.

Results
- Net charge: 0
- 2S+1: 1
- ΔE to the lowest compared entry with this formula, charge and spin: 0.988 eV
- HOMO energy: -9.8 eV
- Kohn-Sham gap: 9.9975 eV


[3]
The following is a quantum chemistry calculation of a cluster of 3 separate species, C23H45N3O7 in total, from the Open Molecules 2025 dataset.

XYZ file:
```
78
Properties=species:S:1:pos:R:3:forces:R:3
C -6.8976 -4.3505 -2.0949 0.7 -0.7 0.1
C -6.2802 -4.0995 -3.4704 0.2 -2.0 3.3
O -6.7725 -3.3184 -4.1561 -1.5 3.0 -3.2
O -5.1956 -4.8430 -3.8533 0.4 -0.1 0.4
C -3.9784 -4.2351 -3.5203 0.9 0.1 -0.4
O -3.1501 -5.1720 -2.8232 -0.4 0.9 0.0
C -1.8996 -5.2138 -3.4063 -1.6 2.1 1.7
O -1.5911 -6.1424 -3.9995 1.7 -3.8 -2.4
O -1.1460 -4.1252 -3.2442 0.2 0.6 0.3
C -0.3629 -4.1515 -2.0181 0.4 0.4 1.4
N -1.1007 -3.9339 -0.8110 0.2 -0.1 -0.4
H -7.9519 -4.5798 -2.2537 0.1 -0.1 0.0
H -6.3904 -5.1626 -1.5688 -0.2 0.1 0.0
H -6.8589 -3.4493 -1.4794 0.1 0.0 -0.2
H -4.0836 -3.3169 -2.9306 -0.3 -0.2 0.1
H -3.4699 -3.9732 -4.4570 -0.1 0.1 0.1
H 0.3631 -3.3413 -2.0887 -0.1 -0.1 -0.4
H 0.1749 -5.0985 -1.9059 -0.2 0.0 -0.5
H -1.5138 -3.0104 -0.7904 -0.1 -0.1 0.1
H -1.7763 -4.6640 -0.6260 -0.1 0.2 0.0
C 2.3794 2.4200 -1.0870 -0.2 0.3 -0.1
C 2.5720 0.9087 -1.3994 0.7 1.7 1.0
C 3.7322 0.6892 -2.3856 -0.1 -0.3 -0.6
C 3.3932 0.9735 -3.8452 0.0 0.0 0.0
C 2.1261 0.2278 -4.2493 0.5 -0.1 0.2
C 0.9465 0.5523 -3.3297 -1.1 1.3 -1.1
N 1.2815 0.3352 -1.8886 1.5 -1.9 -0.9
O 1.2834 -0.9389 -1.6620 -0.7 -0.2 0.5
C 0.5125 2.0097 -3.5880 0.2 0.3 0.2
C -0.2674 -0.2809 -3.7498 0.0 -0.6 0.4
C 3.0098 0.3006 -0.0644 -0.4 -0.7 0.0
H 1.4134 2.8059 -1.4032 0.0 -0.1 -0.1
H 2.4106 2.6115 -0.0133 0.1 -0.2 0.0
H 3.1522 3.0355 -1.5524 0.0 0.0 0.0
H 4.0706 -0.3499 -2.3188 -0.2 0.0 0.1
H 4.5843 1.3036 -2.0871 -0.1 0.0 0.2
H 3.2866 2.0489 -4.0128 -0.1 0.0 0.0
H 4.2223 0.6499 -4.4793 0.0 0.0 0.0
H 1.8696 0.4759 -5.2820 -0.2 0.0 0.1
H 2.3263 -0.8489 -4.2356 -0.1 0.0 0.1
H -0.2989 2.3007 -2.9176 0.0 0.0 0.0
H 0.1454 2.1179 -4.6096 0.0 -0.2 0.0
H 1.3192 2.7316 -3.4801 0.0 0.0 0.1
H -0.0624 -1.3515 -3.7436 0.0 0.0 0.1
H -0.5658 -0.0240 -4.7665 0.1 0.2 0.0
H -1.1199 -0.0904 -3.0937 0.0 0.0 0.0
H 2.2117 0.3580 0.6769 0.0 0.0 0.0
H 3.8671 0.8491 0.3285 -0.1 0.2 -0.1
H 3.3178 -0.7412 -0.1585 -0.1 0.0 -0.1
C -1.6413 2.0071 3.6869 -0.1 0.4 0.1
C -0.2647 1.2890 3.5954 -2.1 -0.1 -0.2
C 0.0123 0.4589 4.8607 0.5 0.1 0.4
C 0.4840 1.2681 6.0644 0.0 0.0 0.0
C 1.6573 2.1605 5.6747 -0.1 -0.5 0.0
C 1.3241 3.0687 4.4887 -0.4 1.8 0.9
N 0.8029 2.2964 3.3201 1.5 -1.9 0.8
O 1.7996 1.6940 2.7553 0.1 0.4 -0.7
C 0.3058 4.1289 4.9560 -0.3 -0.1 0.0
C 2.5640 3.8811 4.1087 0.3 -0.3 -0.5
C -0.4308 0.2890 2.4445 0.7 0.0 -0.3
H -1.5633 3.0912 3.6749 0.1 0.0 0.1
H -2.2728 1.7710 2.8296 0.1 -0.2 0.0
H -2.1918 1.7231 4.5858 0.0 0.0 0.0
H 0.7806 -0.2891 4.6405 0.0 0.1 -0.2
H -0.8851 -0.1015 5.1320 -0.1 0.1 -0.2
H -0.3387 1.8582 6.4777 0.0 0.0 0.0
H 0.7953 0.5860 6.8593 0.0 0.0 0.0
H 1.9561 2.7671 6.5329 0.0 0.2 -0.1
H 2.5192 1.5299 5.4325 0.0 0.0 -0.2
H 0.0024 4.7716 4.1271 0.0 -0.1 0.0
H 0.7517 4.7693 5.7182 0.2 -0.1 -0.1
H -0.5905 3.7061 5.4055 0.0 0.0 -0.1
H 3.4211 3.2493 3.8767 -0.1 -0.1 -0.1
H 2.8608 4.5234 4.9383 -0.2 0.0 0.1
H 2.3651 4.5206 3.2462 0.0 -0.1 0.0
H -0.5660 0.8014 1.4893 0.0 0.0 0.0
H -1.3127 -0.3287 2.6217 0.0 0.2 0.2
H 0.4180 -0.3884 2.3526 0.1 0.1 0.0
```
Positions in Å, forces in eV/Å.

Results
- Net charge: 0
- 2S+1: 3
- HOMO energy (alpha / beta): -8.6 / -9.4 eV
- Kohn-Sham gap (alpha / beta): 9.1776 / 9.4999 eV


[4]
The following is a quantum chemistry calculation of a structure of composition C33H28FInN6O9STe, from the Open Molecules 2025 dataset.

XYZ file:
```
80
Properties=species:S:1:pos:R:3:forces:R:3
In 0.8340 -0.0413 -0.6144 -0.7 0.0 -0.1
O -0.2907 3.1226 2.2533 0.4 -0.3 -0.1
C -1.4922 3.1685 2.1123 0.2 0.2 0.3
C -2.3718 2.1915 1.4917 0.1 -0.5 -0.3
C -3.7209 2.5455 1.4791 0.0 0.1 0.1
C -4.6567 1.7669 0.8519 -0.1 -0.1 -0.1
C -4.2629 0.6248 0.1547 -0.2 0.0 0.1
C -2.9477 0.2528 0.1494 0.2 0.1 0.2
C -1.9438 0.9703 0.8645 -0.2 -0.1 -0.2
O -0.7319 0.4979 0.9246 0.2 0.3 -0.1
N -6.0649 2.1457 0.8875 -0.2 0.0 0.0
O -6.3667 3.1975 1.4270 0.1 -0.1 0.0
O -6.8707 1.3839 0.3809 0.2 0.1 0.1
H -2.0269 4.0635 2.4886 -0.1 0.0 0.0
H -4.0450 3.4537 1.9717 0.0 0.0 0.0
H -5.0168 0.0605 -0.3797 0.0 0.0 0.0
H -2.6157 -0.5946 -0.4257 -0.1 -0.1 0.1
O 2.9115 0.5729 -1.3768 -0.2 -0.3 -0.2
N 2.8269 1.0202 -2.6269 0.0 0.2 -0.1
C 3.7854 0.6516 -3.5038 0.0 -0.1 0.1
C 3.7611 1.0795 -4.8022 0.0 0.0 0.0
C 2.7170 1.9052 -5.2217 -0.1 0.0 0.1
C 1.7425 2.2646 -4.3211 0.1 0.0 -0.1
C 1.7858 1.8163 -2.9968 0.0 -0.1 0.3
S 0.5782 2.2117 -1.8301 -0.2 -0.1 0.1
H 4.5472 0.0092 -3.0887 0.0 0.0 0.0
H 4.5444 0.7677 -5.4780 0.0 0.0 0.0
H 2.6684 2.2499 -6.2463 0.0 0.0 0.0
H 0.9109 2.8934 -4.6039 0.0 0.0 0.0
Te 2.2700 1.2335 1.4645 0.5 -0.1 0.4
C 1.8288 0.4543 3.3787 -0.1 0.0 0.0
C 1.9119 -0.9088 3.6353 0.0 0.0 0.0
C 1.6776 -1.3887 4.9164 0.0 0.0 0.0
C 1.3584 -0.5079 5.9419 0.0 0.0 0.0
C 1.2774 0.8539 5.6840 0.0 0.0 0.0
C 1.5131 1.3387 4.4040 0.0 0.0 -0.1
C 4.1542 0.2336 1.4042 0.1 0.3 0.1
C 4.3224 -1.0687 0.9485 0.0 0.1 0.0
C 5.5809 -1.6561 0.9678 0.0 0.0 0.0
C 6.6783 -0.9459 1.4354 0.0 0.0 0.0
C 6.5178 0.3592 1.8793 0.0 0.0 0.0
C 5.2598 0.9465 1.8624 -0.1 0.0 0.0
H 2.1835 -1.5929 2.8379 0.0 0.0 0.0
H 1.7518 -2.4515 5.1204 0.0 0.0 0.0
H 1.1783 -0.8816 6.9425 0.0 0.0 0.0
H 1.0377 1.5428 6.4848 0.0 0.0 0.0
H 1.4427 2.3995 4.1995 0.0 0.0 0.0
H 3.4835 -1.6266 0.5609 -0.1 -0.1 0.0
H 5.7050 -2.6719 0.6111 0.0 0.0 0.0
H 7.6580 -1.4085 1.4506 0.0 0.0 0.0
H 7.3726 0.9205 2.2380 0.0 0.0 0.0
H 5.1358 1.9673 2.2049 0.0 0.0 0.0
F -4.0648 2.5218 -2.3587 -0.1 0.1 0.0
C -3.9828 1.3367 -2.9659 0.1 0.1 -0.1
C -2.7995 0.7628 -3.1768 0.1 0.0 -0.1
N -2.6728 -0.4714 -3.7845 0.0 -0.2 0.0
C -1.3659 -1.0921 -3.9757 0.1 0.1 0.2
C -0.4779 -1.0235 -2.7349 -0.1 -0.1 -0.2
O -1.0113 -1.1231 -1.5924 0.5 0.3 -0.3
O 0.7512 -0.8272 -2.8855 -0.2 -0.1 0.2
C -3.7840 -1.1764 -4.2137 0.1 -0.1 0.1
O -3.7193 -2.2751 -4.7307 -0.1 0.2 0.0
N -4.9832 -0.5304 -3.9952 0.0 0.1 0.0
C -5.2212 0.7169 -3.4040 -0.2 -0.1 -0.1
O -6.3367 1.1686 -3.3069 0.1 0.0 0.0
H -1.8899 1.2696 -2.8828 0.1 -0.1 0.1
H -0.8347 -0.6463 -4.8146 0.0 0.1 0.0
H -1.5578 -2.1359 -4.2080 0.0 -0.1 -0.1
H -5.8003 -1.0232 -4.3187 -0.1 -0.1 0.0
C -0.4371 -3.4656 2.9633 0.0 0.0 0.0
N -0.6200 -3.3755 1.5127 0.0 0.2 -0.2
C -1.9702 -3.5867 0.9699 0.1 0.0 -0.1
C 0.2644 -2.7317 0.7961 0.2 -0.3 0.0
N 1.1042 -2.2631 0.1349 -0.4 0.3 0.2
H -0.8750 -4.4001 3.3082 0.0 0.0 0.0
H -0.9179 -2.6296 3.4733 0.0 0.0 0.0
H 0.6238 -3.4656 3.1997 0.0 0.0 0.0
H -2.2940 -4.5988 1.2083 0.0 0.0 0.0
H -1.9466 -3.4592 -0.1094 0.0 0.0 0.0
H -2.6682 -2.8684 1.3975 0.0 0.1 0.0
```
Positions in Å, forces in eV/Å.

Results
- Net charge: 0
- 2S+1: 1
- ΔE to the lowest compared entry with this formula, charge and spin: 1.020 eV
- HOMO energy: -8.1 eV
- Kohn-Sham gap: 8.1083 eV


[5]
The following is a quantum chemistry calculation of an isolated molecule of C2H9N3O, from the Open Molecules 2025 dataset.

XYZ file:
```
15
Properties=species:S:1:pos:R:3:forces:R:3
C -1.0912 0.6318 -0.7408 -0.1 0.6 -0.3
C 0.0401 0.1134 0.1260 0.2 0.6 2.1
N 0.0346 0.7608 1.4537 -1.4 0.6 0.2
N 1.3125 0.3461 -0.4494 1.0 -0.4 -1.9
N -0.0988 -1.2767 0.4445 1.5 -1.1 0.2
O 0.2480 -2.2990 -0.5296 -0.9 0.4 0.2
H -1.0911 0.1266 -1.7122 0.1 0.0 0.2
H -0.9914 1.7093 -0.9112 0.0 -0.1 0.0
H -2.0609 0.4516 -0.2653 0.3 0.0 0.0
H 0.7793 0.6085 2.1260 -0.3 -0.2 -0.6
H -0.7367 1.3444 1.7698 0.4 -0.5 -0.3
H 1.4517 1.0325 -1.1859 -0.2 -0.4 0.6
H 2.1486 -0.1017 -0.0903 -0.6 0.2 0.1
H -0.7285 -1.5761 1.1876 0.2 -0.1 -1.0
H 0.7839 -1.8715 -1.2229 -0.2 0.3 0.7
```
Positions in Å, forces in eV/Å.

Results
- Net charge: 0
- 2S+1: 1
- Structure (SMILES): CC(N)(N)NO
- ΔE to the lowest compared entry with this formula, charge and spin: 3.035 eV
- HOMO energy: -7.8 eV
- Kohn-Sham gap: 8.8679 eV


[6]
The following is a quantum chemistry calculation of a structure of composition C38H23Br2F9NNaO4P, from the Open Molecules 2025 dataset.

XYZ file:
```
79
Properties=species:S:1:pos:R:3:forces:R:3
Na 1.0868 0.4648 -0.1660 -0.2 -2.2 -0.2
C -3.7234 0.0723 -0.3514 0.0 0.1 0.1
C -2.9572 1.3494 -0.1031 -0.1 0.2 0.1
C -3.5523 2.3710 0.6310 -0.2 -0.2 0.1
C -2.8737 3.6102 0.7353 0.3 0.0 0.0
C -1.6079 3.6906 0.2736 -0.2 0.0 -0.3
C -0.7094 4.8366 -0.0608 0.0 -0.1 0.1
Br -1.6350 6.5542 -0.2198 0.0 0.1 0.0
C 0.5105 5.0057 0.8278 0.1 0.1 -0.1
C 1.4385 4.0668 0.7210 0.0 0.0 0.0
Br 3.0607 4.1402 1.6894 0.1 0.1 0.1
C 1.2279 2.8134 -0.1192 -0.3 0.4 0.1
O 2.2405 2.0656 -0.4106 0.9 1.0 -0.2
C -0.9268 2.4878 -0.2841 -0.5 0.0 0.1
N -1.7434 1.3952 -0.6418 0.2 0.0 -0.1
H -4.7990 0.2499 -0.3966 0.0 0.0 0.0
H -3.5271 -0.6374 0.4587 0.0 -0.1 -0.1
H -3.3869 -0.3749 -1.2870 0.0 0.0 0.0
H -4.5590 2.2569 1.0131 0.0 0.0 -0.1
H -3.3759 4.4854 1.1341 0.0 0.0 0.0
H 0.6066 5.8718 1.4661 0.0 0.0 0.0
O 1.4652 4.6252 -3.3547 -0.1 0.1 0.2
C 1.2192 3.3044 -3.5481 0.0 -0.3 0.0
C 1.7100 2.6860 -4.6947 0.0 0.0 0.0
C 1.5328 1.3322 -4.9140 0.1 0.0 0.0
C 0.8482 0.5836 -3.9760 -0.1 -0.2 0.0
C 0.3544 1.1951 -2.8305 0.0 0.1 -0.1
C 0.5183 2.5563 -2.5796 0.1 0.3 -0.1
C 0.1252 3.1390 -1.2582 0.2 -0.2 0.4
O -0.2270 4.5056 -1.3541 0.0 0.0 -0.2
O 0.1418 2.0367 0.6443 -0.1 1.0 0.2
H 1.9144 4.9739 -4.1283 0.1 0.0 -0.1
H 2.2527 3.2859 -5.4195 0.0 0.0 0.0
H 1.9417 0.8716 -5.8051 -0.1 0.0 0.0
H 0.6703 -0.4716 -4.1497 0.0 0.0 0.1
H -0.2282 0.6115 -2.1277 -0.2 0.1 0.0
F -5.5828 -5.9040 -1.0764 0.0 0.1 0.1
C -5.4108 -5.1635 0.0426 -0.1 0.0 0.0
F -5.6019 -5.9854 1.0917 0.0 0.1 -0.1
F -6.4094 -4.2580 0.0590 0.1 -0.1 0.0
C -4.0644 -4.5078 0.0656 0.1 0.0 0.1
C -3.7174 -3.6581 -0.9793 0.0 -0.1 0.0
C -2.4815 -3.0437 -0.9750 0.1 0.0 -0.1
C -1.5736 -3.2743 0.0609 0.0 0.1 0.0
C -1.9387 -4.1181 1.1039 0.1 0.0 0.0
C -3.1804 -4.7369 1.1067 -0.1 0.0 0.0
P 0.0319 -2.3833 -0.0306 0.0 -0.3 0.0
C 0.7838 -3.2346 -1.4692 0.1 -0.1 -0.2
C 1.7269 -2.5273 -2.2148 -0.1 0.0 0.2
C 2.3221 -3.0893 -3.3305 0.1 -0.1 -0.2
C 1.9709 -4.3755 -3.7146 -0.1 0.1 0.2
C 1.0327 -5.0964 -2.9850 0.1 0.0 -0.1
C 0.4429 -4.5286 -1.8712 0.0 0.1 0.1
C 2.5610 -4.9760 -4.9515 0.0 -0.1 -0.2
F 3.7822 -4.4832 -5.2254 -0.1 -0.1 0.0
F 1.7902 -4.7375 -6.0358 0.1 0.0 0.1
F 2.6823 -6.3158 -4.8525 0.0 0.1 0.0
C 0.9260 -3.1317 1.3868 0.1 0.1 0.0
C 1.7381 -4.2609 1.3055 -0.1 0.0 0.0
C 2.4017 -4.7278 2.4264 0.0 0.0 0.1
C 2.2618 -4.0651 3.6391 -0.1 0.1 -0.2
C 1.4589 -2.9369 3.7366 0.1 -0.1 0.1
C 0.8049 -2.4698 2.6104 -0.1 0.0 -0.2
C 2.9642 -4.6009 4.8475 0.0 -0.1 0.2
F 2.2660 -5.6126 5.4172 0.1 0.1 0.0
F 3.1373 -3.6654 5.7960 0.0 -0.1 -0.1
F 4.1800 -5.0979 4.5444 -0.1 0.0 0.1
H -4.4206 -3.4775 -1.7821 0.0 0.0 0.0
H -2.2089 -2.3735 -1.7820 -0.1 0.0 0.0
H -1.2531 -4.3068 1.9190 0.0 0.0 0.0
H -3.4564 -5.4014 1.9137 0.0 0.0 0.0
H 1.9921 -1.5177 -1.9231 0.0 0.0 -0.1
H 3.0479 -2.5304 -3.9060 0.0 0.0 0.0
H 0.7715 -6.1006 -3.2918 0.0 0.0 0.0
H -0.2873 -5.0952 -1.3078 0.0 0.0 0.0
H 1.8573 -4.7775 0.3627 0.0 0.0 0.0
H 3.0347 -5.6034 2.3644 0.0 0.0 0.0
H 1.3621 -2.4228 4.6831 0.0 0.0 0.0
H 0.1887 -1.5789 2.6723 0.0 0.0 0.0
```
Positions in Å, forces in eV/Å.

Results
- Net charge: -1
- 2S+1: 1
- HOMO energy: -3.3 eV
- Kohn-Sham gap: 4.7896 eV


What is the formula in the sixth record?
C38H23Br2F9NNaO4P


Please write out number 2 again, unchanged.
The following is a quantum chemistry calculation of a structure of composition C3H4BrIO, from the Open Molecules 2025 dataset.

XYZ file:
```
10
Properties=species:S:1:pos:R:3:forces:R:3
C 1.4205 -0.2697 0.1459 -0.4 0.3 -4.2
C 0.0415 -0.1906 -0.5321 1.3 1.5 -0.6
C -1.1113 0.3085 0.2901 0.5 1.9 -2.3
O 0.5791 -1.3460 -0.0966 0.3 -3.4 1.8
Br -1.2504 2.3023 -0.0058 -0.1 -0.8 -0.1
I -2.8634 -0.7135 -0.0016 -1.0 -0.5 -0.3
H 2.2952 -0.2545 -0.5091 -0.3 0.0 -0.3
H 1.7368 0.0492 1.0636 -0.4 0.6 2.9
H 0.0618 -0.1974 -1.6522 -0.6 0.9 1.0
H -0.9098 0.3117 1.2977 0.6 -0.4 2.1
```
Positions in Å, forces in eV/Å.

Results
- Net charge: 0
- 2S+1: 1
- ΔE to the lowest compared entry with this formula, charge and spin: 0.988 eV
- HOMO energy: -9.8 eV
- Kohn-Sham gap: 9.9975 eV